Record 1
DFT (ωB97M-V with the def2-TZVPD basis set) results for C20H26F6N4O5S2 as an isolated structure.

The geometry in XYZ format:
```
63
Properties=species:S:1:pos:R:3:forces:R:3:lowdin_charge:R:1
C 2.726839 3.779697 0.119417 0.13 -0.21 -0.03 -0.107
C 2.981571 2.842742 1.304783 0.20 0.37 0.10 -0.253
C 2.171929 3.190371 2.574614 0.11 -0.37 -0.12 -0.202
C 1.145676 2.124918 2.975992 -0.20 0.29 -0.02 -0.189
C 0.315487 1.600470 1.788154 -0.01 0.08 0.34 -0.169
C 0.642582 0.145593 1.401300 -0.23 0.02 -0.20 -0.108
C 0.764680 -0.079811 -0.071471 -0.02 0.05 0.24 -0.095
C -0.165675 0.494368 -0.925148 0.00 -0.08 0.52 0.062
C -0.151671 0.263475 -2.272754 -0.27 0.14 -0.37 -0.152
C -1.211881 0.814669 -3.171950 -0.31 -0.18 0.10 -0.073
C -1.991020 -0.239550 -3.994495 0.22 0.06 -0.65 -0.207
O -1.765497 -0.103615 -5.401934 0.14 0.12 0.19 -0.077
N 0.846584 -0.489303 -2.773732 0.21 0.15 -0.23 -0.054
N 0.901438 -0.701583 -4.159344 -0.26 -0.20 -0.11 0.150
C 1.782217 -1.049110 -1.989629 0.18 -0.14 -0.17 0.054
C 1.764975 -0.882984 -0.641273 -0.16 0.09 0.58 -0.080
C 2.796985 -1.564371 0.194065 -0.11 0.09 -0.12 -0.271
C 4.067613 -1.015340 0.301340 0.15 -0.03 0.04 -0.016
C 5.015864 -1.678968 1.067724 -0.21 -0.25 0.00 -0.050
C 4.632748 -2.859104 1.684707 0.04 0.11 -0.02 -0.055
C 3.326743 -3.304054 1.533872 -0.06 -0.16 0.09 -0.117
N 2.403323 -2.683655 0.802346 0.39 0.13 0.02 0.148
H 2.588448 4.802501 0.467355 -0.05 0.04 -0.03 0.072
H 1.852991 3.484970 -0.463419 -0.12 0.09 0.06 0.058
H 3.583031 3.784757 -0.556949 -0.03 -0.03 -0.08 0.065
H 4.044021 2.919911 1.543700 0.03 -0.11 0.05 0.100
H 2.809969 1.804308 1.012230 0.00 -0.04 -0.02 0.081
H 1.654076 4.140744 2.435076 0.00 0.04 -0.09 0.107
H 2.875820 3.337392 3.394505 -0.10 0.08 0.12 0.103
H 0.458695 2.571765 3.695813 0.06 -0.02 0.12 0.108
H 1.634493 1.304820 3.505313 0.04 -0.09 -0.10 0.109
H 0.458399 2.266812 0.935834 0.05 0.00 -0.05 0.097
H -0.740643 1.665612 2.043526 -0.05 -0.09 -0.10 0.103
H -0.201508 -0.478785 1.705618 0.08 -0.08 0.10 0.108
H 1.518294 -0.228276 1.926552 0.10 0.03 -0.03 0.113
H -0.962922 1.098410 -0.516130 -0.07 -0.06 0.01 0.140
H -1.933612 1.309821 -2.525599 0.12 0.12 0.09 0.128
H -0.809691 1.587150 -3.832786 0.00 -0.07 -0.14 0.133
H -3.054083 -0.081986 -3.842678 -0.03 -0.11 0.12 0.126
H -1.721391 -1.253436 -3.704597 -0.20 -0.01 0.34 0.125
H -1.066180 -0.719043 -5.637000 -0.08 -0.08 -0.09 0.061
H 1.807307 -1.075709 -4.405176 0.08 0.08 0.02 0.111
H 0.728280 0.175767 -4.638214 0.12 0.06 0.00 0.111
H 2.549810 -1.645569 -2.461478 -0.06 0.01 -0.20 0.153
H 4.300151 -0.085844 -0.200510 0.00 0.02 -0.02 0.116
H 6.024496 -1.306799 1.178129 0.00 0.10 -0.04 0.111
H 5.327856 -3.434666 2.278810 0.01 0.02 0.04 0.106
H 3.013225 -4.212025 2.034662 -0.08 -0.02 -0.04 0.112
C -2.675263 -2.361850 2.268964 -0.26 -0.14 0.03 -0.683
F -1.349029 -2.324434 2.469204 0.06 0.01 -0.01 0.113
F -2.999255 -3.587668 1.866290 0.05 -0.01 -0.02 0.142
F -3.278106 -2.123052 3.429805 0.04 0.04 0.03 0.144
S -3.123502 -1.098949 1.007480 -0.14 -0.02 0.09 0.566
O -2.413830 -1.486130 -0.184984 0.29 -0.11 -0.23 -0.299
O -2.709148 0.157285 1.584698 0.07 0.03 0.07 -0.296
N -4.664492 -1.369642 0.975750 0.26 0.39 -0.20 -0.294
S -5.562351 -0.495901 -0.005349 -0.23 0.09 -0.15 0.579
O -5.345891 -0.761246 -1.401320 0.09 -0.12 0.02 -0.297
O -5.707799 0.877740 0.380499 0.04 -0.03 0.14 -0.283
C -7.169972 -1.294214 0.400719 0.05 -0.17 0.15 -0.693
F -7.467226 -1.145691 1.691251 -0.02 0.03 -0.01 0.136
F -7.143792 -2.598285 0.122970 -0.01 0.01 -0.04 0.134
F -8.131182 -0.725420 -0.325150 -0.02 0.05 -0.05 0.136
```
Forces are in eV/Å.

Computed properties:
Molar mass (g/mol): 580.6
DFT total energy (a.u.): -2768.423168



Record 2
DFT (ωB97M-V with the def2-TZVPD basis set) results for C3H9N2O3 as an isolated structure at a distorted geometry.

The geometry in XYZ format:
```
17
Properties=species:S:1:pos:R:3:forces:R:3:lowdin_charge:R:1
O -0.450936 -1.635176 -0.478172 -1.89 3.70 -2.31 0.142
C 0.364855 -1.134924 0.371207 5.32 0.13 5.82 -0.466
C 1.721245 -0.611181 -0.248477 -1.14 1.61 0.12 -0.075
N 1.416685 0.510240 -1.100340 0.07 0.01 -0.16 0.204
H 0.713768 -1.752839 1.214772 -0.23 -0.45 -0.06 0.199
H 2.392251 -0.327809 0.571533 0.32 -0.04 -0.18 0.155
H 2.207697 -1.327681 -0.914902 -0.23 -0.63 0.23 0.173
H 2.220462 1.042626 -1.420921 0.08 0.30 0.40 0.144
H -0.371967 -0.502788 -0.586689 -2.79 -2.98 -3.39 0.193
H 0.535237 1.119788 -0.999404 -0.04 -0.49 -0.14 0.073
N -2.374477 0.267618 0.415677 1.29 0.90 -1.57 0.246
C -1.107672 0.891544 0.772478 -1.72 -0.07 2.14 -0.568
O -0.608151 1.631688 -0.211699 0.97 -0.48 -0.97 0.103
O -0.172507 -0.035276 1.268073 0.49 -1.08 -0.60 0.046
H -2.273528 -0.601950 -0.100864 -0.29 -0.29 0.25 0.101
H -2.834768 0.951107 -0.201084 -0.64 -0.22 0.61 0.138
H -1.378193 1.515014 1.648812 0.43 0.07 -0.17 0.192
```
Forces are in eV/Å.

Computed properties:
Molar mass (g/mol): 121.1
DFT total energy (a.u.): -454.360449
Charge: +1



- DFT total energy of number 1 (C20H26F6N4O5S2)?
  -2768.423168 a.u.